1.
{
  "formula": "C5H5N3",
  "method": "ωB97M-V with the def2-TZVPD basis set",
  "smiles": "[H]/N=c1/ccnccn1",
  "lumo_ev": -1.317,
  "energy_ha": -357.66101,
  "e_above_lowest_kj_mol": 293.0,
  "homo_lumo_gap_ev": 7.795,
  "elements": ["H", "N", "C", "C", "C", "N", "C", "C", "N", "H", "H", "H", "H"],
  "coordinates": [[-3.0674, -0.6282, 0.5534], [-2.5407, 0.3177, 0.1655], [-1.2781, 0.0970, -0.1295], [-0.3632, 1.3649, -0.2282], [0.9992, 1.4383, 0.0114], [1.9095, 0.3951, 0.0579], [1.6368, -0.8905, 0.0597], [0.2912, -1.5996, -0.0720], [-0.9951, -1.3054, -0.1327], [-0.9135, 2.4018, -0.4448], [1.2714, 2.4920, 0.2756], [2.5602, -1.4007, 0.1436], [0.4897, -2.6824, -0.2599]],
  "atomic_forces_ev_per_a": [[2.0, 2.7, -1.9], [0.7, -1.4, 1.0], [-3.7, 0.8, 1.4], [-0.2, 0.2, -0.4], [-3.2, 0.5, -0.1], [-0.3, -1.3, 0.6], [-1.7, 3.8, -0.3], [-0.6, -1.6, -0.6], [5.1, 1.2, -0.4], [1.0, -2.7, 0.8], [0.8, -1.3, -0.7], [0.3, -1.5, -0.1], [-0.2, 0.6, 0.6]]
}

***

2.
{
  "formula": "C5H5N3",
  "method": "ωB97M-V with the def2-TZVPD basis set",
  "smiles": "N=c1nccccn1",
  "lumo_ev": -0.911,
  "energy_ha": -357.71503,
  "e_above_lowest_kj_mol": 151.2,
  "homo_lumo_gap_ev": 8.456,
  "elements": ["N", "C", "N", "C", "C", "C", "C", "N", "H", "H", "H", "H", "H"],
  "coordinates": [[-1.2891, 2.4825, 0.4781], [-0.7022, 1.3876, 0.3311], [-1.3976, 0.3992, -0.3518], [-1.0557, -0.7663, -0.6696], [0.2355, -1.5328, -0.5441], [1.3209, -0.9892, 0.0139], [1.4835, 0.3560, 0.5949], [0.6731, 1.3190, 0.7448], [-2.2007, 2.3169, 0.0967], [-1.8735, -1.3485, -1.0819], [0.1061, -2.5832, -0.7477], [2.1946, -1.5770, 0.2240], [2.5052, 0.5358, 0.9116]],
  "atomic_forces_ev_per_a": [[0.2, 1.0, 0.8], [2.0, -0.3, -0.5], [-0.7, -0.5, 0.2], [0.8, -1.2, -0.2], [-1.2, 1.4, 0.9], [-0.2, -0.2, 0.4], [-0.6, 0.0, -0.8], [-0.4, 0.2, 0.2], [-0.8, 0.3, -0.2], [0.0, -0.2, -0.3], [0.5, -0.2, -0.3], [0.3, -0.5, -0.3], [0.1, 0.1, 0.3]]
}

***

3.
{
  "formula": "C5H5N3O",
  "method": "ωB97M-V with the def2-TZVPD basis set",
  "lumo_ev": 0.391,
  "energy_ha": -432.88389,
  "e_above_lowest_kj_mol": 419.7,
  "homo_lumo_gap_ev": 10.384,
  "elements": ["C", "C", "C", "C", "C", "N", "N", "N", "O", "H", "H", "H", "H", "H"],
  "coordinates": [[-0.8827, 1.7834, 1.6868], [-0.5461, -0.2525, 1.6711], [-0.5136, -0.7336, -1.7147], [-1.9999, -0.6723, -1.4725], [0.5743, -0.2908, -0.6726], [-1.1060, 0.6618, 2.4159], [-0.2627, 1.5610, 0.5546], [-0.0156, 0.2633, 0.5493], [-1.3792, -1.7141, -1.1333], [-1.2160, 2.6639, 2.0764], [-0.4521, -1.2854, 1.9485], [-0.2623, -0.9242, -2.7078], [1.3511, 0.4446, -0.9339], [1.2163, -1.0616, -0.4296]],
  "atomic_forces_ev_per_a": [[0.3, -2.4, -0.5], [0.2, -1.4, 0.3], [1.2, 1.4, 2.1], [-0.5, 1.3, 0.2], [-1.3, 1.7, -0.4], [0.3, -0.1, -0.1], [0.1, 2.1, -0.4], [-0.2, -0.5, -0.3], [-0.1, -1.9, 0.2], [-0.6, 2.5, 0.3], [0.0, -0.3, -0.2], [0.9, -0.4, -1.4], [-1.0, 0.2, -0.8], [0.8, -2.4, 0.7]]
}

***

4.
{
  "formula": "C5H5N3O4",
  "method": "ωB97M-V with the def2-TZVPD basis set",
  "lumo_ev": 6.263,
  "energy_ha": -658.62759,
  "e_above_lowest_kj_mol": 9.1,
  "homo_lumo_gap_ev": 6.894,
  "total_charge": -2,
  "elements": ["C", "C", "C", "C", "C", "N", "N", "N", "O", "O", "O", "O", "H", "H", "H", "H", "H"],
  "coordinates": [[0.5530, 1.7696, 0.5313], [-0.6653, 1.1674, 0.6078], [0.8104, -0.3161, -0.4923], [-2.9485, -0.6835, -0.4094], [-1.5237, -1.1040, 0.0484], [1.3360, 0.8882, -0.1702], [-0.4569, -0.1145, 0.1119], [3.3000, -0.8744, -0.1977], [-3.1583, -0.6811, -1.6256], [4.0035, -1.9216, -0.1468], [-3.6751, -0.3806, 0.5452], [3.9002, 0.2197, -0.6265], [0.6926, 2.8420, 0.9225], [-1.6246, 1.4277, 0.9861], [-1.3412, -1.7409, -0.8869], [-1.6017, -1.5171, 1.0314], [2.3996, 1.0190, -0.2291]],
  "atomic_forces_ev_per_a": [[-2.0, 1.7, 0.6], [1.1, -1.4, 0.2], [-2.9, 1.1, 1.4], [1.4, 1.0, 0.9], [0.2, -0.6, -2.8], [3.7, 1.3, 0.1], [-0.5, 0.0, -1.8], [3.0, -0.2, 0.1], [-0.6, -0.1, -0.9], [-0.8, 1.9, -0.4], [-1.7, 0.4, 0.8], [-0.5, -2.1, 0.7], [0.6, -1.9, -1.0], [-0.4, 0.3, 0.3], [0.8, 0.0, 2.1], [0.0, -1.0, 0.3], [-1.5, -0.5, -0.5]]
}